# 1
Molecular formula: C2H3NO3
Method: DFT, ωB97M-V with the def2-TZVPD basis set

```
! wB97M-V def2-TZVPD RIJCOSX def2/J DEFGRID3
* xyz 0 1
O -0.0275 -2.0174 -0.0861
C 0.8237 1.8440 0.1296
O 0.2089 1.3057 0.9376
H -1.9339 -2.5856 -0.0026
H -0.1838 -0.4036 0.8180
H 1.7084 2.3648 -1.6161
C -1.4016 -1.7260 -0.3932
N 1.4198 2.5109 -0.6596
O -0.6140 -1.2926 0.8725
*
```

Computed properties:
Highest occupied orbital energy   -8.27 eV
Electronic energy   -358.23010 hartree
Gap between HOMO and LUMO   8.727 eV

natural (NBO) population analysis, charges in e, atoms 1 to 5: -0.293, 0.887, -0.557, 0.088, 0.525


# 2
Molecular formula: C4H12O4
Method: DFT, ωB97M-V with the def2-TZVPD basis set

```
! wB97M-V def2-TZVPD RIJCOSX def2/J DEFGRID3
* xyz -2 1
H -0.4250 1.0471 -0.4671
C 0.0451 -0.6928 1.6838
O 1.3634 2.1102 -3.5013
C 0.4169 -1.9371 2.5269
H -2.2702 1.1536 -1.0204
H 0.9187 1.4416 -2.8320
H 0.8899 -1.6498 -0.0783
O -0.1384 -1.9884 3.7853
H 1.5364 -1.9434 2.5842
C 0.1380 -0.8967 0.1621
H 2.2562 2.0707 -3.1479
H 0.7603 0.0916 1.9443
O 0.6810 0.1931 -1.9878
H -0.8041 -1.3150 -0.2295
H 1.3048 0.8314 -0.1182
H -2.6251 2.4960 -0.3886
H -0.9452 -0.3355 1.9932
C 0.4481 0.3850 -0.6596
H 0.1264 -2.8298 1.9430
O -2.9382 1.8678 -1.0402
*
```

Computed properties:
Highest occupied orbital energy   0.43 eV
Electronic energy   -460.46714 hartree
Gap between HOMO and LUMO   5.710 eV

natural (NBO) population analysis, charges in e, atoms 1 to 5: 0.048, -0.437, -1.056, -0.013, 0.498


# 3
Molecular formula: C5H11NO
Method: DFT, ωB97M-V with the def2-TZVPD basis set

```
! wB97M-V def2-TZVPD RIJCOSX def2/J DEFGRID3
* xyz 0 1
H 0.7785 -2.6814 0.4461
N 0.0012 1.2373 1.0305
C 0.5222 -0.5964 0.0169
H 0.6211 2.0255 0.8619
H -1.9894 -0.2308 0.5244
H 0.7671 1.9653 -1.4584
C -0.4327 0.6200 -0.2438
H -0.2015 -2.4073 -1.0001
C 0.7517 0.0200 1.4065
H 0.2288 -0.5235 2.2059
C 0.0167 -2.0293 0.0027
C -0.2297 1.5138 -1.4533
H -0.3786 0.9711 -2.3909
H 1.4159 -0.5073 -0.6120
H -0.9755 2.3145 -1.4128
H -0.8869 -2.1509 0.6112
H 1.7897 0.1617 1.7250
O -1.7986 0.2976 -0.2597
*
```

Computed properties:
Highest occupied orbital energy   -9.08 eV
Electronic energy   -327.07949 hartree
Gap between HOMO and LUMO   10.047 eV
Structure (SMILES)   C[C@@H]1CN[C@]1(C)O

natural (NBO) population analysis, charges in e, atoms 1 to 5: 0.214, -0.640, -0.263, 0.358, 0.468


# 4
Molecular formula: C2H15NO4
Method: DFT, ωB97M-V with the def2-TZVPD basis set

```
! wB97M-V def2-TZVPD RIJCOSX def2/J DEFGRID3
* xyz 0 1
N 0.8437 -0.5802 -0.6545
H -2.3092 -0.7260 1.3203
H 0.9944 0.3310 0.3156
H -0.1578 0.6127 -2.0657
C 1.0951 -1.9418 -0.1918
H 1.6582 -0.3259 -1.2229
O 0.8724 1.0316 1.2918
C -0.2664 -0.3520 -1.5682
H -1.2370 -0.2491 -1.0398
H -0.3575 -1.1678 -2.2829
O -1.5746 1.2970 1.9078
H 1.4256 -2.6777 -0.9192
H -0.7184 0.9502 1.5043
H 1.0923 2.8769 -1.3199
H -1.4266 2.2479 1.8962
O 1.7115 2.2756 -0.9040
H 1.3855 1.9787 -0.0163
H 0.1290 -2.2784 0.2058
O -2.9102 -1.3058 0.8045
H 1.4585 0.5126 1.8499
H -3.5213 -0.6377 0.4771
H 1.8128 -1.8721 0.6119
*
```

Computed properties:
Highest occupied orbital energy   -10.28 eV
Electronic energy   -440.87831 hartree
Gap between HOMO and LUMO   10.824 eV

natural (NBO) population analysis, charges in e, atoms 1 to 5: -0.597, 0.487, 0.466, 0.222, -0.418


# 5
Molecular formula: C11H18N3O
Method: DFT, ωB97M-V with the def2-TZVPD basis set

```
! wB97M-V def2-TZVPD RIJCOSX def2/J DEFGRID3
* xyz 1 1
C -2.5694 -0.3177 -1.5901
H -2.4984 -2.2617 0.3690
H 0.3795 -2.5405 -2.9636
H 0.2184 -1.2970 1.5451
H 0.1856 2.4873 2.4195
H 2.2779 3.2445 1.7427
H 0.4863 -0.2207 2.7901
C -1.3974 -1.4704 -3.4702
C -1.3798 -0.7132 -0.5886
H 2.5645 -1.0307 1.8263
H 2.2917 -0.2009 0.3539
C 0.4708 2.1417 1.4547
H -2.0484 -1.0722 1.2915
C -2.5126 -0.7183 -2.8917
H -3.3790 0.1597 -1.1563
H -0.0099 2.9013 0.6243
N -1.8394 -1.5552 0.4172
H -1.4641 -1.7780 -4.4656
C 1.9804 2.2033 1.2535
N -0.1662 0.7277 1.0963
N -0.1794 -1.2928 -1.3035
C -1.0090 0.7642 0.0118
H 0.6929 -0.6419 -1.2534
H 2.2632 2.1565 0.2860
C 2.1146 -0.2155 1.4122
C 2.6829 1.1207 1.9167
C 0.6115 -0.3183 1.7102
O -1.5510 1.7400 -0.4074
C -0.3615 -1.7865 -2.6827
H 2.7786 1.1728 2.9588
H -3.3581 -0.4047 -3.4780
H 3.7112 1.2422 1.4306
H 0.0135 -2.2256 -0.6593
*
```

Computed properties:
Highest occupied orbital energy   -12.90 eV
Electronic energy   -669.10746 hartree
Gap between HOMO and LUMO   9.428 eV
Structure (SMILES)   N[C@]1(C(=O)N2CCCCC2)C=CC=C[NH2+]1

natural (NBO) population analysis, charges in e, atoms 1 to 5: -0.090, 0.408, 0.235, 0.216, 0.216


# 6
Molecular formula: H20O10
Method: DFT, ωB97M-V with the def2-TZVPD basis set

```
! wB97M-V def2-TZVPD RIJCOSX def2/J DEFGRID3
* xyz 0 1
H -2.3582 -1.2512 -0.4567
H 0.2203 0.4884 1.4465
O -1.1682 2.0740 0.1877
O -1.7433 -0.3328 1.7431
O -3.2611 -1.0493 -0.7018
O -1.3636 -1.6686 0.2701
O 1.6552 -0.9081 -0.9218
O 1.2382 1.7180 -0.6742
H 0.6856 1.0023 -0.3602
H -2.0695 1.8802 0.4455
H 1.2890 1.4663 1.8865
O 0.6999 0.7888 2.2185
H -1.7583 -1.2040 1.0080
H -2.0428 -0.6743 2.5856
H -2.2830 0.4434 1.5932
H 3.3860 0.9783 -0.1086
H 1.7907 0.7571 -2.7532
O 1.3689 0.0694 -3.2683
H 0.6204 -0.6098 -0.6934
H 1.7407 -1.5380 -0.2062
H 2.3405 -0.0952 0.1066
H -3.6933 -0.8394 0.1260
H 1.6619 2.0576 0.1140
H 2.2317 -1.2446 -1.6079
H -0.8054 1.2271 -0.0717
O 2.8458 0.5729 0.5697
O -0.0526 -0.1236 -0.2170
H 1.2456 -0.6515 -2.6507
H -0.6554 -0.7962 0.1000
H -1.7654 -2.5372 0.2908
*
```

Computed properties:
Highest occupied orbital energy   -9.25 eV
Electronic energy   -764.03535 hartree
Gap between HOMO and LUMO   8.726 eV

natural (NBO) population analysis, charges in e, atoms 1 to 5: 0.442, 0.472, -0.932, -0.850, -0.971


# 7
Molecular formula: C4H6O2S
Method: DFT, ωB97M-V with the def2-TZVPD basis set

```
! wB97M-V def2-TZVPD RIJCOSX def2/J DEFGRID3
* xyz 0 1
H 1.8321 1.4890 0.2522
H -0.7192 -1.7869 1.1265
C -0.6365 -0.2968 -0.4179
C 1.4472 -0.5173 -0.2625
S -0.9941 1.3447 -0.5173
C 2.1976 0.4903 0.0671
O -2.4002 1.6246 -0.3239
C -1.3681 -1.1076 0.5750
O -0.2721 2.1051 -1.5033
H -1.8975 -0.4775 1.2902
H 1.6689 -1.5383 -0.4943
H 3.2722 0.3660 0.1537
H -2.1304 -1.6955 0.0543
*
```

Computed properties:
Highest occupied orbital energy (spin up / spin down)   -9.33 / -9.33 eV
Electronic energy   -704.48529 hartree
Gap between HOMO and LUMO (spin up / spin down)   8.120 / 8.124 eV

natural (NBO) population analysis, charges in e, atoms 1 to 5: 0.223, 0.230, -0.317, -0.087, 1.940


# 8
Molecular formula: C23H31ClFO8P
Method: DFT, ωB97M-V with the def2-TZVPD basis set

```
! wB97M-V def2-TZVPD RIJCOSX def2/J DEFGRID3
* xyz 0 1
H -5.6746 2.1152 -0.2729
C 2.5671 -6.6015 0.5101
C 4.1729 0.8569 -1.0293
O -3.5309 6.0017 1.0434
H -6.1547 4.8037 -2.0482
C 2.8232 -4.7796 4.2660
H 3.3800 0.6839 2.8326
C 0.7287 3.9752 -1.4593
C -0.7757 4.5683 -1.1919
H -2.5068 2.5000 -3.5235
C -3.9007 4.7621 -1.2670
H -5.6781 1.7388 -3.1034
C -0.2309 -2.7767 1.9104
O 0.1797 -5.6995 1.3001
H -1.0842 -3.4600 1.9732
C -1.4849 4.5713 0.1437
O -6.3217 2.1273 -2.4118
H 4.5196 -5.7067 3.2945
H 2.1658 -7.4216 -1.4515
Cl -0.6837 3.8873 1.6682
H 1.0903 4.4349 -2.5002
H -5.0234 4.0004 -3.9414
O 0.9228 -3.4677 1.4707
C -3.0907 2.8967 -4.4859
H 3.1208 -6.7643 3.4616
O -0.9630 5.8932 -3.4880
H 4.7786 -0.7272 0.8369
H 1.9424 -7.3368 1.0290
H -4.3541 2.3118 -1.6032
H 1.9706 3.0175 2.2288
O 1.7427 4.3691 -0.4690
C 3.3808 1.0665 1.7065
C -3.0356 5.1967 0.0969
C 2.5361 2.4665 1.3629
H -3.7491 5.1218 -4.8659
H 0.1683 -2.8491 4.0337
H -0.8246 -1.4699 3.5263
C -5.5069 4.3060 -1.2043
O 2.4248 -4.1074 3.0810
H 3.3825 -4.0633 4.8747
H -5.9540 4.5117 -0.1203
H 3.5987 -6.9644 0.5663
C -1.5776 5.1676 -2.5319
C -3.8723 4.3020 -4.0259
C 0.0213 -2.1042 3.2449
P 1.2400 -4.9476 2.1412
H 1.9341 -5.0763 4.8317
C 2.4997 3.1052 -0.1819
C 3.3368 2.2583 -1.3321
H 0.9274 -1.4917 3.2067
H 3.3466 2.6290 -2.4475
C 3.6972 -5.9802 3.9616
C 2.1652 -6.4520 -0.9454
C -5.4681 2.6383 -1.3250
H -3.8143 2.1003 -4.9459
O 2.5216 -5.3386 1.1548
H 4.7328 0.2872 -1.9138
H 1.1706 -6.0072 -1.0452
H 2.8590 -5.7838 -1.4660
H 0.6220 2.8218 -1.6315
F -2.0617 3.3112 -5.4685
H -0.4674 -2.0197 1.1575
H 4.1109 -6.4020 4.8830
C 4.2014 0.2529 0.4979
C -3.1936 4.7409 -2.5996
*
```

Computed properties:
Highest occupied orbital energy   -8.60 eV
Electronic energy   -2397.61456 hartree
Gap between HOMO and LUMO   6.517 eV
Structure (SMILES)   O=C1C(Cl)=C(COc2ccccc2)C(=O)C(CCF)=C1CCO.CCOP(=O)(OCC)OCC

natural (NBO) population analysis, charges in e, atoms 1 to 5: 0.197, -0.067, -0.228, -0.494, 0.257


Repeat the sixth record exactly.
Molecular formula: H20O10
Method: DFT, ωB97M-V with the def2-TZVPD basis set

```
! wB97M-V def2-TZVPD RIJCOSX def2/J DEFGRID3
* xyz 0 1
H -2.3582 -1.2512 -0.4567
H 0.2203 0.4884 1.4465
O -1.1682 2.0740 0.1877
O -1.7433 -0.3328 1.7431
O -3.2611 -1.0493 -0.7018
O -1.3636 -1.6686 0.2701
O 1.6552 -0.9081 -0.9218
O 1.2382 1.7180 -0.6742
H 0.6856 1.0023 -0.3602
H -2.0695 1.8802 0.4455
H 1.2890 1.4663 1.8865
O 0.6999 0.7888 2.2185
H -1.7583 -1.2040 1.0080
H -2.0428 -0.6743 2.5856
H -2.2830 0.4434 1.5932
H 3.3860 0.9783 -0.1086
H 1.7907 0.7571 -2.7532
O 1.3689 0.0694 -3.2683
H 0.6204 -0.6098 -0.6934
H 1.7407 -1.5380 -0.2062
H 2.3405 -0.0952 0.1066
H -3.6933 -0.8394 0.1260
H 1.6619 2.0576 0.1140
H 2.2317 -1.2446 -1.6079
H -0.8054 1.2271 -0.0717
O 2.8458 0.5729 0.5697
O -0.0526 -0.1236 -0.2170
H 1.2456 -0.6515 -2.6507
H -0.6554 -0.7962 0.1000
H -1.7654 -2.5372 0.2908
*
```

Computed properties:
Highest occupied orbital energy   -9.25 eV
Electronic energy   -764.03535 hartree
Gap between HOMO and LUMO   8.726 eV

natural (NBO) population analysis, charges in e, atoms 1 to 5: 0.442, 0.472, -0.932, -0.850, -0.971